A | This record from the Open Molecules 2025 dataset describes one molecule with the formula C3H9NS. The level of theory is ωB97M-V/def2-TZVPD.

Element x y z (Å)
C  1.72  1.78  0.77
N  1.18  0.45  0.65
C  0.58  0.14  -0.63
S  -0.59  -1.20  -0.53
C  -2.01  -0.33  0.18
H  2.42  1.97  -0.04
H  2.25  1.87  1.72
H  0.95  2.56  0.76
H  0.57  0.19  1.41
H  0.04  1.00  -1.05
H  1.35  -0.14  -1.35
H  -2.83  -0.27  -0.53
H  -2.34  -0.90  1.03
H  -1.81  0.70  0.46

Results
Frontier orbital gap ... 0.3557 Ha
SMILES string ... CNCSC
LUMO level ... 1.048 eV
Multiplicity ... 1
Net charge ... 0

The computed natural (NBO) charges, all in e, follow: -0.41, -0.64, -0.35, 0.20, -0.76, 0.19, 0.20, 0.16, 0.36, 0.17, 0.21, 0.22, 0.22, 0.22

=====

B | This record from the Open Molecules 2025 dataset describes one molecule with the formula C3H9NS. The level of theory is ωB97M-V/def2-TZVPD.

Element x y z (Å)
C  2.47  0.21  0.32
S  0.92  -0.57  -0.28
C  -0.29  0.80  0.02
C  -1.73  0.42  -0.38
N  -2.44  -0.48  0.38
H  2.94  0.88  -0.44
H  2.23  0.90  1.14
H  3.16  -0.60  0.61
H  -0.37  0.96  1.08
H  0.09  1.86  -0.31
H  -2.25  1.31  -0.51
H  -1.69  0.00  -1.39
H  -2.54  -0.15  1.32
H  -2.00  -1.42  0.47

Results
Frontier orbital gap ... 0.3528 Ha
SMILES string ... CSCCN
LUMO level ... 1.060 eV
Multiplicity ... 1
Net charge ... 0

The computed natural (NBO) charges, all in e, follow: -0.74, 0.16, -0.53, -0.23, -0.81, 0.21, 0.22, 0.23, 0.19, 0.22, 0.19, 0.19, 0.35, 0.36

=====

Among the structures shown above, A is the most stable, with the second-best lying 14.0 kJ/mol higher.